No. 1
# C34H46O14

A cluster of 9 separate species, C34H46O14 in total in a non-equilibrium geometry (the ωB97M-V functional and the def2-TZVPD basis, the OMol25 dataset).

The geometry in XYZ format:
```
94
Properties=species:S:1:pos:R:3:lowdin_charge:R:1
C 3.12853 -2.46688 -1.50772 -0.125
O 2.99953 -1.88488 -2.84372 -0.109
H 2.33753 -2.22788 -0.73172 0.065
H 4.16553 -2.00588 -1.22772 0.102
H 3.15753 -3.66188 -1.49972 0.108
H 3.32753 -1.09988 -2.96872 -0.063
C -3.58147 2.05112 3.37228 -0.199
O -2.38047 2.07512 2.75328 -0.124
H -4.22147 3.05012 3.26128 0.135
H -3.56147 2.01912 4.33928 0.005
H -4.34047 1.27412 3.11228 0.098
H -2.03747 3.02212 2.88828 0.159
C -0.58847 0.03912 4.52028 -0.147
O 0.17253 -1.08788 5.08728 -0.154
H 0.07153 0.88812 4.57728 0.041
H -1.48547 0.35812 5.17428 0.074
H -1.28147 -0.17088 3.46728 0.134
H 0.98553 -0.85488 5.59728 0.094
C -2.64347 -0.57388 -5.21872 -0.147
O -3.42547 0.26412 -4.44772 -0.109
H -3.30147 -1.55088 -5.08572 0.134
H -1.80247 -0.79388 -4.88172 -0.026
H -2.68847 -0.09888 -6.19472 0.096
H -3.42247 -0.17688 -3.62872 0.022
C 0.11453 0.85612 -2.72572 0.005
C -1.00447 0.83412 -1.87872 0.034
C -0.77147 0.74112 -0.48372 -0.294
C 0.58953 0.86612 0.00928 -0.047
C 1.62953 0.84512 -0.83072 -0.027
C 1.38253 0.89712 -2.26172 -0.352
O 2.47753 0.90112 -2.98272 0.034
O -1.87647 0.67412 0.27828 -0.022
H -0.07647 0.91212 -3.72672 0.075
H -2.00247 0.95012 -2.11972 0.069
H 0.84453 0.59412 1.14428 0.127
H 2.75353 0.95912 -0.47472 0.166
H 2.41553 1.44112 -3.80872 0.105
H -1.94647 1.12512 1.18028 0.109
C -6.66047 -0.10488 -1.35672 -0.047
C -7.65147 -0.59388 -0.54772 -0.025
C -7.27647 -1.13988 0.77628 -0.248
C -6.04947 -0.91388 1.29428 -0.027
C -5.04047 -0.25488 0.54128 0.032
C -5.39647 0.17312 -0.79972 -0.283
O -4.42147 0.74112 -1.56072 0.022
O -8.27647 -1.81388 1.55928 -0.001
H -6.90347 0.24012 -2.46072 0.161
H -8.59647 -0.90488 -1.09172 0.125
H -5.96747 -1.04088 2.25928 0.065
H -4.18447 -0.08088 1.06728 0.050
H -3.59347 0.72512 -1.04372 0.068
H -9.19347 -1.77288 1.32428 0.076
C 0.01153 -2.35188 1.97928 -0.033
C 0.87353 -3.06288 2.77528 -0.044
C 0.73953 -4.41088 3.22028 -0.404
C -0.36547 -5.11788 2.75728 -0.032
C -1.37547 -4.44988 1.91928 -0.006
C -1.21347 -3.04388 1.61728 -0.252
O -2.18047 -2.33588 0.88128 0.046
O 1.66353 -4.85988 4.03328 0.057
H 0.26353 -1.30388 1.73228 0.088
H 1.74353 -2.44788 3.21928 0.137
H -0.39347 -6.19888 3.25128 0.141
H -2.32447 -4.97488 1.44528 0.142
H -2.07547 -1.46488 0.90928 -0.032
H 1.53053 -5.75388 4.39328 0.122
C 2.45353 2.66912 -6.11272 -0.079
C 1.61353 1.62312 -5.95972 -0.072
C 1.92653 0.22812 -6.06772 -0.340
C 3.35353 0.01912 -6.22472 0.007
C 4.17753 1.15312 -6.27372 0.019
C 3.75853 2.51812 -6.15872 -0.326
O 4.66853 3.48512 -6.42672 0.173
O 1.04653 -0.78588 -6.04872 -0.010
H 2.04753 3.68412 -5.84572 0.154
H 0.51453 1.85112 -6.04572 0.137
H 3.50253 -1.00788 -6.40772 0.090
H 5.20153 1.00212 -6.08072 0.101
H 4.79853 3.86812 -5.75772 -0.072
H 1.56653 -1.81488 -6.37972 0.277
C 4.56953 0.92212 4.21928 -0.045
C 5.72553 1.21212 4.95228 -0.016
C 6.01853 2.62112 5.19628 -0.276
C 5.19753 3.69412 4.51828 0.003
C 4.09853 3.28612 3.89528 -0.079
C 3.69553 1.93612 3.74628 -0.252
O 2.47553 1.37912 3.16528 -0.092
O 7.04453 2.89812 5.95128 0.078
H 4.26553 -0.09588 4.31128 0.099
H 6.17453 0.30512 5.40528 0.117
H 5.52453 4.63712 4.70228 0.077
H 3.51253 3.98212 3.27828 0.120
H 1.71353 2.10712 2.90328 0.167
H 7.55553 2.15912 6.21828 0.097
```

Summary:
frontier orbital gap	7.369	eV
structure (SMILES)	Oc1ccc(O)cc1.Oc1ccc(O)cc1.Oc1ccc(O)cc1.Oc1ccc(O)cc1.Oc1ccc(O)cc1.CO.CO.CO.CO
total energy	-64653.831	eV
energy relative to the best compared isomer or geometry (same formula, charge and spin)	4.1	kcal/mol
HOMO level	-7.51	eV
max |F|	0.35180	hartree/bohr



No. 2
# C34H47BClIrN7OS3

A structure of composition C34H47BClIrN7OS3 (the ωB97M-V functional and the def2-TZVPD basis, the OMol25 dataset).

The geometry in XYZ format:
```
95
Properties=species:S:1:pos:R:3:mulliken_spin:R:1
Ir -0.35472 -0.97551 -0.12778 0.380
C 2.87358 -1.35552 4.62365 0.014
C 3.74979 -0.24529 4.04090 0.028
C 4.44700 0.48917 5.18149 -0.002
C 4.79058 -0.78976 3.06636 0.001
N 2.88258 0.74165 3.29621 0.002
C 2.88608 2.11392 3.50653 -0.002
C 2.04739 2.67231 2.61481 -0.003
N 1.52698 1.64723 1.84156 -0.019
B 0.56067 1.71264 0.68466 0.150
N -0.79283 2.31927 0.98615 0.028
C -1.05910 3.67704 0.95408 0.003
C -2.33605 3.84327 1.33022 -0.002
N -2.87090 2.59066 1.59448 0.006
C -1.91864 1.66216 1.35660 -0.010
S -2.06794 -0.05667 1.45421 0.017
C -4.32948 2.47556 1.98278 0.000
C -5.14564 2.73213 0.71810 0.001
C -4.60348 3.53862 3.04963 0.001
C -4.68436 1.11531 2.56985 0.000
N 1.17014 2.17655 -0.63306 0.009
C 2.26106 2.96750 -0.91968 0.004
C 2.39375 2.98544 -2.25987 -0.005
N 1.40570 2.17733 -2.80200 0.001
C 0.67553 1.68678 -1.78715 0.015
S -0.73843 0.66115 -1.76117 -0.010
C 1.32407 2.00324 -4.30175 0.000
C 1.02295 3.38018 -4.89060 0.000
C 0.23479 1.02464 -4.71321 -0.002
C 2.68378 1.47680 -4.76543 0.000
C 2.04605 0.48169 2.27453 -0.044
S 1.70777 -1.06597 1.57760 0.401
H 3.43962 -1.87780 5.39369 -0.001
H 2.58427 -2.08974 3.87482 -0.005
H 1.97452 -0.94653 5.08646 -0.001
H 5.04413 -0.23709 5.72920 0.000
H 3.73523 0.92748 5.88240 0.000
H 5.12870 1.25981 4.82121 0.000
H 5.42786 -1.50281 3.58893 0.000
H 5.42094 0.01420 2.68445 0.000
H 4.32821 -1.30687 2.22592 0.003
H 3.46959 2.57476 4.27907 -0.001
H 1.76164 3.70060 2.48069 0.001
H 0.36929 0.49400 0.44014 0.014
H -0.32362 4.40326 0.65470 0.001
H -2.91169 4.74324 1.42447 0.000
H -5.00170 3.74623 0.34377 0.000
H -6.20502 2.60183 0.93718 0.000
H -4.86896 2.02605 -0.06619 0.000
H -4.54370 4.55558 2.66614 0.000
H -3.91717 3.43453 3.89057 0.000
H -5.61709 3.40082 3.42226 0.000
H -4.64593 0.32042 1.83185 0.000
H -5.70809 1.18736 2.93529 0.000
H -4.04428 0.85358 3.41227 0.000
H 2.84767 3.44824 -0.15692 -0.001
H 3.10830 3.49806 -2.87573 0.000
H 0.08702 3.77670 -4.49547 0.000
H 0.92576 3.29131 -5.97204 0.000
H 1.82014 4.09512 -4.68932 0.000
H -0.75865 1.36692 -4.42645 0.001
H 0.40389 0.02736 -4.31005 0.000
H 0.26336 0.95920 -5.80028 0.000
H 3.46689 2.23028 -4.69033 0.000
H 2.61299 1.18481 -5.81208 0.000
H 2.98098 0.60040 -4.18792 0.000
O -0.42115 -2.76635 1.11015 0.013
C -1.71693 -3.37466 1.05160 -0.005
C -2.18685 -3.25541 -0.36229 0.004
C -3.04045 -4.19343 -0.90511 -0.005
C -3.57375 -3.98221 -2.16538 0.004
C -3.21515 -2.83336 -2.84519 -0.003
C -2.31234 -1.96386 -2.27030 0.001
N -1.80207 -2.15400 -1.04592 0.020
H -0.14231 -2.60907 2.02725 0.000
H -2.40593 -2.83631 1.71018 0.000
H -1.64903 -4.41559 1.36367 0.000
H -3.29076 -5.07335 -0.32898 0.000
H -4.25096 -4.70168 -2.60470 0.000
H -3.60027 -2.61228 -3.83005 0.000
H -1.98142 -1.08934 -2.80892 0.003
Cl 2.19928 -4.08053 0.48641 -0.001
C 1.29063 -4.38331 -0.97002 0.002
C 1.04824 -5.70911 -1.29978 0.001
C 0.37141 -6.01503 -2.46822 -0.002
C -0.03666 -4.98817 -3.30932 0.001
C 0.21631 -3.67390 -2.96016 -0.002
C 0.86769 -3.32250 -1.77216 0.010
C 1.07731 -1.87858 -1.43966 -0.009
H 1.40962 -6.49097 -0.64610 0.000
H 0.19068 -7.04852 -2.73029 0.000
H -0.53122 -5.21442 -4.24505 0.000
H -0.07102 -2.87971 -3.64132 0.000
H 1.06036 -1.33860 -2.38778 -0.008
H 2.05295 -1.74051 -0.97796 0.002
```

Summary:
frontier orbital gap (spin up / spin down)	7.194 / 5.656	eV
⟨S²⟩	0.76
total energy	-97034.103	eV
energy relative to the best compared isomer or geometry (same formula, charge and spin)	39.7	kcal/mol
HOMO level (spin up / spin down)	-12.80 / -12.81	eV
charge	+2
max |F|	0.00812	hartree/bohr
spin multiplicity	2